# C11H22FNO4

2 unconnected molecules or ions with the total composition C11H22FNO4 (the ωB97M-V functional and the def2-TZVPD basis, the OMol25 dataset).

total energy	-24156.9086	eV
charge	-2
spin multiplicity	1

Each line ends with the Löwdin charge.
Cartesian coordinates (Å):
F (-1.77934, -0.88567, 2.52031)  -0.122
O (-3.76867, 0.89967, -0.62575)  -0.408
O (-7.36184, 1.76472, -0.92213)  -0.472
O (1.31137, 2.47256, 1.29222)  0.080
O (1.62069, 0.31345, 0.80123)  0.031
N (2.07593, -1.87206, 0.22944)  -0.009
C (3.36646, -1.92011, -0.44416)  -0.247
C (-6.16471, 1.21193, -1.27090)  -0.593
C (-1.24793, -0.05791, 0.34166)  -0.162
C (-0.21068, -1.10569, -0.11205)  -0.108
C (4.40995, -0.63653, 1.52357)  -0.101
C (-4.97780, 1.44642, -0.26642)  -0.520
C (1.26502, -0.70288, -0.12659)  -0.353
C (1.49056, 1.61216, 0.43150)  -0.497
C (4.34208, -0.83518, 0.00109)  -0.239
C (1.63428, 1.99028, -1.01953)  0.013
C (-2.30571, -0.70084, 1.20541)  -0.186
H (5.33433, -1.08552, -0.36717)  0.094
H (2.47123, 1.51162, -1.51946)  0.070
H (3.83385, -2.88545, -0.25375)  0.108
H (-0.35036, -2.02315, 0.45505)  0.104
H (-1.82476, 0.32751, -0.50086)  0.076
H (1.55255, -2.66686, -0.10540)  0.102
H (-5.75410, 1.56526, -2.26001)  0.053
H (-5.37792, 1.07354, 0.71785)  0.063
H (3.25337, -1.85218, -1.53496)  0.107
H (1.52838, -0.43775, -1.15359)  0.128
H (5.37748, -0.91921, 1.92582)  0.056
H (4.06070, 0.10170, -0.47027)  0.080
H (1.74188, 3.06137, -1.09580)  0.084
H (3.60176, -1.14852, 2.02856)  0.065
H (4.27141, 0.41649, 1.74985)  0.065
H (-6.18646, 0.09140, -1.40582)  0.053
H (-4.95730, 2.55627, -0.11975)  0.064
H (-0.82811, 0.73744, 0.94498)  0.108
H (-0.45051, -1.36029, -1.14395)  0.117
H (-2.54744, -1.70308, 0.86226)  0.108
H (0.72707, 1.70017, -1.54422)  0.100
H (-3.17673, -0.05507, 1.23176)  0.089

# C4H10N3

A gas-phase ion, C4H10N3 (charge +1) (the ωB97M-V functional and the def2-TZVPD basis, the OMol25 dataset).

total energy	-8768.0583	eV
charge	+1
relative energy (zero: lowest compared OMol25 entry of this formula, charge and spin)	6.5408	eV
spin multiplicity	1

Each line ends with the Löwdin charge.
Cartesian coordinates (Å):
N (-2.24808, -0.02809, -0.04902)  0.017
N (0.06766, 0.38305, -0.60614)  -0.039
N (1.53145, -1.46627, 0.31681)  0.093
C (2.30476, 0.81650, 0.35555)  0.269
C (-1.11160, 0.60308, 0.48421)  -0.183
C (1.25484, 1.22255, -0.26306)  -0.145
C (0.40796, -1.21915, -0.50824)  -0.209
H (-0.56715, -1.59907, -0.28721)  0.077
H (-3.08962, 0.52008, -0.06740)  0.090
H (1.28346, -1.71317, 1.24309)  0.037
H (-0.74999, 0.03158, 1.32514)  0.119
H (0.66329, -1.62997, -1.60451)  0.168
H (3.28307, 0.52367, 0.60294)  0.074
H (-2.45599, -1.01224, 0.41059)  0.160
H (0.94319, 2.30798, -0.55917)  0.174
H (-0.34908, 0.54226, -1.49239)  0.142
H (-1.16818, 1.71721, 0.69882)  0.157

total energy of number 2 (C4H10N3)?
-8768.0583 eV

Repeat the first record exactly.
# C11H22FNO4

2 unconnected molecules or ions with the total composition C11H22FNO4 (the ωB97M-V functional and the def2-TZVPD basis, the OMol25 dataset).

total energy	-24156.9086	eV
charge	-2
spin multiplicity	1

Each line ends with the Löwdin charge.
Cartesian coordinates (Å):
F (-1.77934, -0.88567, 2.52031)  -0.122
O (-3.76867, 0.89967, -0.62575)  -0.408
O (-7.36184, 1.76472, -0.92213)  -0.472
O (1.31137, 2.47256, 1.29222)  0.080
O (1.62069, 0.31345, 0.80123)  0.031
N (2.07593, -1.87206, 0.22944)  -0.009
C (3.36646, -1.92011, -0.44416)  -0.247
C (-6.16471, 1.21193, -1.27090)  -0.593
C (-1.24793, -0.05791, 0.34166)  -0.162
C (-0.21068, -1.10569, -0.11205)  -0.108
C (4.40995, -0.63653, 1.52357)  -0.101
C (-4.97780, 1.44642, -0.26642)  -0.520
C (1.26502, -0.70288, -0.12659)  -0.353
C (1.49056, 1.61216, 0.43150)  -0.497
C (4.34208, -0.83518, 0.00109)  -0.239
C (1.63428, 1.99028, -1.01953)  0.013
C (-2.30571, -0.70084, 1.20541)  -0.186
H (5.33433, -1.08552, -0.36717)  0.094
H (2.47123, 1.51162, -1.51946)  0.070
H (3.83385, -2.88545, -0.25375)  0.108
H (-0.35036, -2.02315, 0.45505)  0.104
H (-1.82476, 0.32751, -0.50086)  0.076
H (1.55255, -2.66686, -0.10540)  0.102
H (-5.75410, 1.56526, -2.26001)  0.053
H (-5.37792, 1.07354, 0.71785)  0.063
H (3.25337, -1.85218, -1.53496)  0.107
H (1.52838, -0.43775, -1.15359)  0.128
H (5.37748, -0.91921, 1.92582)  0.056
H (4.06070, 0.10170, -0.47027)  0.080
H (1.74188, 3.06137, -1.09580)  0.084
H (3.60176, -1.14852, 2.02856)  0.065
H (4.27141, 0.41649, 1.74985)  0.065
H (-6.18646, 0.09140, -1.40582)  0.053
H (-4.95730, 2.55627, -0.11975)  0.064
H (-0.82811, 0.73744, 0.94498)  0.108
H (-0.45051, -1.36029, -1.14395)  0.117
H (-2.54744, -1.70308, 0.86226)  0.108
H (0.72707, 1.70017, -1.54422)  0.100
H (-3.17673, -0.05507, 1.23176)  0.089